{
  "formula": "C3H30NO13S2",
  "method": "ωB97M-V/def2-TZVPD",
  "fmax_ev_per_a": 2.47,
  "orbital_gap_ha": 0.3420,
  "lumo_ev": -2.4735,
  "total_charge": 1,
  "homo_energy_ev": -11.8,
  "symbols": ["N", "C", "C", "O", "O", "C", "S", "S", "H", "H", "H", "H", "H", "H", "H", "H", "H", "H", "O", "H", "H", "O", "H", "H", "O", "H", "H", "O", "H", "H", "O", "H", "H", "O", "H", "H", "O", "H", "H", "O", "H", "H", "O", "H", "H", "O", "H", "H", "O"],
  "positions_angstrom": [[1.578992, 1.131053, 0.445494], [1.059729, 0.418299, -0.773693], [0.992351, 1.451330, -1.902527], [0.587121, 0.861485, -3.060118], [1.270467, 2.617926, -1.826157], [-0.293571, -0.231921, -0.498690], [-0.144097, -2.055289, -0.653098], [-1.384991, -2.983954, 0.587634], [2.509042, 1.550967, 0.312235], [1.841065, 0.433897, 1.236189], [0.903700, 1.787493, 0.774499], [1.859952, -0.385388, -1.113872], [0.694972, 1.463856, -3.850804], [-0.723013, 0.021554, 0.474446], [-1.078327, 0.112700, -1.246053], [-0.775951, -3.005767, 1.795887], [-0.969495, 1.274323, 2.486504], [-2.180744, 0.377193, 2.575653], [-1.298698, 0.478168, 2.985217], [1.629154, -1.262898, 2.497013], [2.805727, -1.478685, 1.342512], [2.413633, -0.827721, 2.001996], [-1.477369, 2.453972, 0.658858], [-0.888232, 3.354606, 1.743290], [-0.758616, 2.505408, 1.316424], [4.143440, -0.218239, -0.293327], [5.038546, 1.092733, -0.295555], [4.146996, 0.748550, -0.455444], [2.909450, -2.842019, -3.243654], [2.170347, -1.553367, -3.022069], [2.851700, -2.090664, -2.701661], [-3.220796, 1.052963, 0.647828], [-4.017575, -0.182968, 0.980306], [-3.469674, 0.483588, 1.384016], [-4.843421, -2.320390, 0.572266], [-5.928121, -1.275127, 0.554400], [-5.042373, -1.417560, 0.318716], [-1.183432, 0.971040, -3.105187], [-2.663040, 0.508715, -3.405896], [-2.105235, 1.190480, -2.978825], [-2.537263, 1.811355, -1.443894], [-3.366388, 2.885585, -0.698872], [-2.680743, 2.204779, -0.549656], [3.338077, -2.097138, -1.014164], [4.395505, -2.556890, 0.037335], [3.705480, -1.896692, -0.127180], [-0.332074, -0.950154, 3.142938], [0.290110, -1.873525, 4.172552], [0.227677, -1.737680, 3.216195]],
  "atomic_forces_ev_per_a": [[1.1, -1.3, -0.1], [1.7, -0.4, -0.2], [0.5, 0.9, -0.1], [0.3, 0.2, -1.1], [-0.2, -1.0, 0.1], [-1.7, 0.0, -0.7], [1.1, 0.3, -0.4], [-1.2, -0.4, 0.5], [-0.2, 0.1, -0.7], [-0.4, -0.5, -0.5], [-0.9, 1.0, 0.3], [-1.6, 1.7, 0.9], [0.1, -0.4, 1.3], [0.4, -0.1, 0.1], [1.1, -0.5, 0.9], [0.4, 0.3, -0.3], [-0.3, -0.9, 0.8], [-0.1, -0.3, 0.0], [0.5, 0.6, -0.5], [1.2, 0.4, -0.7], [-0.8, 0.9, 1.0], [-0.6, -1.1, -0.1], [-0.1, 0.0, -0.3], [0.1, 0.3, 0.2], [0.3, 0.3, -0.1], [0.4, 0.3, 0.1], [-0.3, -0.3, -0.1], [0.1, 0.3, 0.0], [0.1, -1.6, -1.2], [-1.6, 1.1, -0.9], [1.5, 0.4, 1.9], [0.0, 0.2, -0.1], [-0.6, -0.9, -0.1], [0.5, 0.6, 0.5], [0.1, -0.2, 0.0], [-2.0, 0.3, 0.5], [1.7, -0.3, -0.7], [0.3, -0.4, -0.3], [0.6, 0.5, 0.3], [-1.4, -0.2, -0.2], [0.1, 0.1, 0.1], [0.5, -0.4, 0.2], [-0.6, 0.7, -0.7], [0.1, -0.1, 0.0], [-0.2, 0.2, 0.0], [0.3, -0.5, -0.1], [-0.7, 0.8, -0.2], [0.1, -0.1, -0.2], [0.4, -0.6, 0.6]],
  "nbo_charge": [-0.75, -0.17, 0.78, -0.74, -0.53, -0.60, 0.08, -0.12, 0.47, 0.48, 0.45, 0.26, 0.53, 0.27, 0.24, 0.17, 0.49, 0.51, -1.02, 0.52, 0.51, -1.02, 0.52, 0.50, -0.99, 0.50, 0.49, -1.01, 0.50, 0.48, -0.95, 0.48, 0.50, -1.01, 0.49, 0.48, -0.94, 0.49, 0.50, -0.97, 0.52, 0.50, -1.00, 0.52, 0.50, -1.00, 0.52, 0.49, -0.99]
}



{
  "formula": "C3H31O13S2",
  "method": "ωB97M-V/def2-TZVPD",
  "fmax_ev_per_a": 6.01,
  "orbital_gap_ha": 0.3332,
  "lumo_ev": 2.1492,
  "total_charge": -1,
  "homo_energy_ev": -6.9,
  "symbols": ["C", "C", "O", "C", "S", "S", "H", "H", "H", "H", "H", "H", "H", "H", "H", "O", "H", "H", "O", "H", "H", "O", "H", "H", "O", "H", "H", "O", "H", "H", "O", "H", "H", "O", "H", "H", "O", "H", "H", "O", "H", "H", "O", "H", "H", "O", "H", "H", "O"],
  "positions_angstrom": [[-2.667828, -0.975695, 0.279060], [-1.829646, -0.182411, -0.829612], [-0.504389, -0.581781, -0.613466], [-4.048292, -0.365263, 0.458771], [-5.387344, -1.465773, 0.759126], [-5.403948, -2.864336, -0.674843], [-2.235465, -0.901436, 1.308531], [-2.681040, -2.073619, -0.064672], [-1.918972, -0.513442, -1.887896], [-1.742654, 0.909736, -0.758836], [-4.358259, 0.174550, -0.545399], [-3.892237, 0.500785, 1.209869], [-5.918697, -2.146473, -1.664135], [0.183839, 3.505163, -0.898515], [0.047578, 2.134193, -1.709286], [-0.117057, 3.111690, -1.871554], [-0.150092, -0.830208, 0.489224], [-0.148400, -1.490414, 2.323811], [0.165080, -0.726713, 1.806888], [-0.887073, -3.563084, -1.342351], [-0.650054, -2.327158, -0.325756], [-0.662082, -3.314793, -0.443776], [3.090021, 4.034420, -1.917536], [2.027585, 5.051322, -2.135687], [2.804477, 4.833030, -1.683385], [0.812715, -0.213574, -1.376943], [1.438948, -0.989796, -2.450252], [1.398656, -0.073734, -2.238312], [1.355041, -1.414267, 1.313751], [1.501210, -2.602522, 0.234772], [2.081148, -1.976291, 0.716121], [3.106750, 1.561684, -1.625826], [2.424085, 1.163648, -2.952542], [3.247076, 1.718010, -2.570084], [1.840525, 2.515494, 0.831549], [2.218697, 3.935137, 0.683444], [1.502373, 3.422575, 0.934909], [3.154564, -0.164747, -0.146322], [3.279819, 0.440768, 1.256433], [3.413927, 0.610704, 0.227605], [0.302847, 3.813469, 2.072495], [-1.297310, 3.519030, 2.087541], [-0.567265, 3.866313, 2.629817], [1.339814, 0.247682, 2.464217], [2.293190, -0.014363, 3.741207], [2.266595, 0.343399, 2.769008], [-0.563816, -5.929931, 0.642091], [0.660033, -6.912766, 0.909426], [-0.324656, -6.798222, 0.577310]],
  "atomic_forces_ev_per_a": [[-0.2, -0.2, -1.0], [1.3, -1.0, 1.3], [2.4, -1.6, 2.0], [0.7, 2.7, -2.7], [-1.3, 0.1, 2.0], [0.6, -0.5, -0.3], [0.4, -0.2, -1.3], [-0.2, 1.7, 0.7], [-1.4, 0.4, 0.6], [-1.3, 0.0, 0.1], [0.7, -0.8, 1.8], [-1.1, -1.6, -0.8], [-0.3, 0.2, -0.4], [-1.0, -1.5, -3.6], [-0.1, 1.6, -0.5], [1.3, -0.2, 4.2], [-1.1, 1.6, -0.3], [0.0, 0.5, -0.2], [-0.9, -0.8, -0.4], [0.0, 0.5, -0.1], [0.0, -0.8, -1.1], [0.2, -0.2, 0.8], [1.5, -5.4, -1.9], [-1.7, 0.0, -1.1], [0.1, 5.2, 3.0], [0.5, 0.8, -1.7], [0.4, -1.2, -0.8], [-1.4, 0.1, 1.9], [1.7, -1.2, -1.4], [0.5, 0.4, 0.3], [-1.6, 0.3, 0.6], [0.3, -0.2, 0.1], [2.7, 1.7, 1.5], [-2.3, -1.0, -1.4], [-0.2, 0.0, 0.2], [2.2, 1.9, -1.0], [-1.7, -2.1, 0.4], [-1.4, -3.8, -1.7], [0.2, 0.4, -2.8], [0.9, 3.6, 4.6], [-2.3, -0.2, 1.1], [0.8, 0.2, 0.2], [1.2, 0.0, -1.0], [-0.1, -0.5, 0.2], [-0.2, 1.1, -3.0], [0.8, -0.3, 3.2], [-0.6, 3.9, 0.4], [-3.3, 0.8, -1.1], [3.9, -4.6, 0.7]],
  "nbo_charge": [-0.47, -0.06, -0.87, -0.59, 0.11, -0.12, 0.23, 0.24, 0.18, 0.18, 0.20, 0.26, 0.11, 0.49, 0.48, -0.98, 0.51, 0.46, -1.12, 0.47, 0.50, -1.01, 0.48, 0.47, -0.96, 0.52, 0.47, -1.03, 0.49, 0.46, -1.06, 0.48, 0.51, -1.02, 0.51, 0.49, -0.97, 0.49, 0.51, -1.02, 0.51, 0.46, -1.00, 0.52, 0.47, -1.01, 0.48, 0.47, -0.95]
}